A single C28H37N7O5 molecule in a non-equilibrium geometry, computed with ωB97M-V/def2-TZVPD.

## Properties
Electronic energy: -50303.8552 eV
LUMO: 0.6 eV
Charge: 0
Frontier orbital gap: 0.328 Eh
ΔE to the lowest compared entry with this formula, charge and spin: 4.0 kcal/mol

Each line ends with the natural charge from an NBO analysis.
CARTESIAN COORDINATES (ANGSTROEM)
C (-7.93, -1.90, -0.06)  -0.253
O (-6.84, -1.40, 0.67)  -0.489
C (-5.73, -1.01, 0.00)  0.313
C (-4.68, -0.52, 0.78)  -0.250
C (-3.51, -0.10, 0.20)  -0.181
C (-3.34, -0.16, -1.18)  -0.066
C (-2.11, 0.27, -1.80)  0.250
N (-1.93, 0.39, -3.13)  -0.270
N (-0.73, 0.81, -3.31)  -0.023
N (-0.19, 0.94, -2.13)  0.018
C (1.15, 1.36, -1.89)  -0.373
C (1.93, 0.15, -1.37)  0.701
O (1.49, -0.97, -1.56)  -0.639
N (3.08, 0.38, -0.71)  -0.426
C (3.63, 1.69, -0.42)  -0.210
C (3.42, 2.12, 1.04)  -0.431
C (1.96, 2.21, 1.45)  -0.225
N (1.16, 3.12, 0.63)  -0.464
C (-0.26, 2.98, 0.95)  -0.272
C (-1.08, 3.90, 0.06)  -0.073
O (-0.69, 5.25, 0.19)  -0.520
C (0.68, 5.39, -0.11)  -0.071
C (1.54, 4.52, 0.80)  -0.253
C (3.79, -0.75, -0.10)  -0.168
C (3.08, -1.18, 1.21)  0.684
O (3.58, -0.91, 2.29)  -0.646
N (1.91, -1.78, 1.03)  -0.619
C (1.02, -2.18, 2.09)  -0.053
C (0.73, -3.69, 2.02)  -0.413
C (-0.60, -3.79, 1.28)  -0.405
C (-1.39, -2.61, 1.86)  -0.407
C (-0.35, -1.49, 1.93)  -0.423
C (3.97, -1.87, -1.07)  0.291
C (4.52, -1.87, -2.32)  -0.301
C (4.47, -3.20, -2.78)  -0.304
C (3.91, -3.92, -1.77)  0.085
O (3.61, -3.13, -0.73)  -0.402
N (-1.01, 0.62, -1.15)  -0.281
C (-4.38, -0.65, -1.96)  -0.158
C (-5.57, -1.07, -1.39)  -0.311
H (-8.33, -1.15, -0.76)  0.178
H (-7.67, -2.80, -0.61)  0.177
H (-8.70, -2.14, 0.68)  0.202
H (-4.82, -0.47, 1.85)  0.225
H (-2.70, 0.29, 0.81)  0.222
H (1.56, 1.71, -2.84)  0.252
H (1.14, 2.16, -1.13)  0.297
H (4.70, 1.66, -0.63)  0.207
H (3.19, 2.43, -1.09)  0.212
H (3.93, 3.07, 1.19)  0.208
H (3.89, 1.39, 1.70)  0.249
H (1.50, 1.22, 1.36)  0.208
H (1.91, 2.49, 2.51)  0.187
H (-0.56, 1.95, 0.78)  0.237
H (-0.45, 3.24, 2.01)  0.174
H (-2.14, 3.86, 0.33)  0.202
H (-0.97, 3.59, -0.99)  0.161
H (0.92, 6.45, 0.04)  0.197
H (0.86, 5.12, -1.16)  0.160
H (2.59, 4.64, 0.52)  0.201
H (1.42, 4.84, 1.85)  0.176
H (4.78, -0.38, 0.20)  0.243
H (1.59, -1.94, 0.08)  0.437
H (1.52, -1.90, 3.03)  0.233
H (1.54, -4.22, 1.52)  0.220
H (0.63, -4.09, 3.03)  0.205
H (-1.10, -4.74, 1.44)  0.212
H (-0.44, -3.64, 0.21)  0.198
H (-2.24, -2.34, 1.24)  0.219
H (-1.74, -2.86, 2.86)  0.194
H (-0.55, -0.79, 2.75)  0.212
H (-0.36, -0.92, 1.00)  0.221
H (4.89, -1.02, -2.85)  0.224
H (4.80, -3.57, -3.73)  0.229
H (3.68, -4.96, -1.67)  0.204
H (-4.25, -0.69, -3.03)  0.234
H (-6.36, -1.44, -2.02)  0.221